Below is a cluster of 2 separate species, CHF3O2S in total in a non-equilibrium geometry, with properties calculated with wB97M-V/def2-TZVPD.

Calculated values
highest occupied orbital energy (alpha / beta)	-0.36860 / -0.36865	Ha
energy relative to the best compared isomer or geometry (same formula, charge and spin)	76.0	kcal/mol
2S+1	1
orbital gap (alpha / beta)	8.38 / 8.38	eV
E_tot	-24132.2364	eV
structure (SMILES)	O=S(=O)=C(F)F.F

Each line ends with the natural charge from an NBO analysis.
Geometry (Å):
O: -1.6657 1.5267 -0.5433  -0.835
S: -0.3369 1.0593 -0.3570  1.915
O: 0.7653 1.9563 -0.4263  -0.833
C: 0.0775 -0.4690 -1.1165  0.363
F: 1.2950 -0.8617 -0.5974  -0.327
F: -0.6943 -1.4968 -0.9230  -0.286
F: 0.1982 -0.4459 1.8586  -0.558
H: 0.3609 -1.2689 2.1048  0.562

Below is a structure of composition CHF3O2SSm in a non-equilibrium geometry, with properties calculated with wB97M-V/def2-TZVPD.

Calculated values
highest occupied orbital energy (alpha / beta)	-0.52971 / -0.52961	Ha
expectation value of S²	8.99
2S+1	6
net charge	+1
orbital gap (alpha / beta)	6.98 / 8.80	eV
E_tot	-42030.7806	eV

Each line ends with the Löwdin spin population.
Geometry (Å):
S: 1.2904 -0.0220 -0.0830  -0.003
O: 0.6362 -1.2548 -0.7481  -0.022
O: 0.6254 1.1390 -0.8572  -0.019
Sm: -0.6059 -0.1436 -2.5373  5.273
C: 0.3109 0.0444 1.5254  -0.002
F: 0.6271 -1.0076 2.2686  0.000
F: 0.6275 1.1513 2.1837  0.000
F: -0.9953 0.0335 1.2914  0.000
H: -2.5162 0.0599 -3.0435  -0.226